*i*
21
Properties=species:S:1:pos:R:3:nbo_charge:R:1 method="wB97M-V/def2-TZVPD" lumo_ev="-8.06 / -7.94" multiplicity=2 gap_ev="6.45 / 7.03" charge=+1
O -0.140 -0.561 1.840 -0.400
C 0.907 -0.826 1.128 0.276
N 0.772 -0.853 -0.244 -0.501
C -0.537 -0.529 -0.853 -0.233
C -0.878 0.959 -0.585 -0.237
C -2.176 1.167 -1.372 -0.605
C 0.217 1.908 -1.025 -0.634
C 2.046 -1.568 1.551 -0.177
H 1.348 -1.588 -0.628 0.420
H -0.484 -0.702 -1.922 0.238
H -1.278 -1.137 -0.335 0.230
H -1.096 1.079 0.475 0.212
H -2.955 0.446 -1.122 0.223
H -1.978 0.961 -2.429 0.209
H -2.586 2.168 -1.268 0.235
H -0.068 2.942 -0.845 0.244
H 0.307 1.925 -2.118 0.232
H 1.220 1.662 -0.661 0.196
H 1.985 -2.092 2.499 0.240
H 1.070 0.696 1.587 0.600
H 2.889 -1.840 0.933 0.233

=====

*ii*
21
Properties=species:S:1:pos:R:3:nbo_charge:R:1 method="wB97M-V/def2-TZVPD" lumo_ev="-3.57 / -8.75" multiplicity=2 gap_ev="12.50 / 7.11" charge=+1
C -1.621 -0.282 -0.131 -0.520
C -2.864 0.339 -0.751 -0.600
C -0.490 -0.454 -1.098 0.630
N 0.832 -0.703 -0.612 -0.164
C 1.285 -0.613 0.748 -0.289
C 1.035 0.749 1.401 -0.424
C 2.257 1.216 2.210 -0.604
O -0.631 -0.567 -2.283 -0.374
H -1.368 0.244 0.784 0.246
H -1.807 -1.305 0.216 0.258
H -2.626 1.337 -1.112 0.228
H -3.655 0.337 0.010 0.240
H -3.271 -0.276 -1.541 0.238
H 1.317 -1.357 -1.235 0.438
H 2.351 -0.793 0.679 0.258
H 0.883 -1.458 1.320 0.295
H 0.197 0.710 2.094 0.227
H 0.715 1.519 0.705 0.230
H 1.944 2.004 2.887 0.244
H 2.691 0.387 2.774 0.220
H 2.987 1.688 1.548 0.225

=====

Which structure above is the least stable one? *i* is the least stable one.